This record from the Open Molecules 2025 dataset describes a structure of composition C37H48F3MnSb2. The level of theory is wB97M-V/def2-TZVPD.

Values from the calculation:
HOMO-LUMO gap (spin up / spin down) = 0.27592 / 0.29830 Ha
DFT total energy = -91689.282 eV
Total charge = +1
ΔE to the lowest compared entry with this formula, charge and spin = 23.5 kJ/mol
Strongest force on any atom = 1.1 eV Å⁻¹
Multiplicity = 6

Last column: Mulliken spin population.
Element x y z (Å)
C 2.939 3.405 0.023  0.0171
H -0.920 1.283 -5.551  0.0011
C 2.319 -3.060 4.303  0.0013
H -4.015 0.062 -1.135  -0.0002
C -3.385 -2.968 3.351  0.0009
H -0.026 -1.104 -2.238  0.0071
C -2.257 -2.888 2.545  -0.0068
H 2.074 -0.054 -1.242  0.0204
H -2.371 -0.928 -3.657  0.0002
H -3.048 1.850 -2.535  -0.0020
H -2.484 -0.804 -1.124  -0.0265
H -2.642 0.739 -0.277  0.0192
C 3.064 1.655 2.684  0.0080
F 4.613 -3.044 4.760  0.0000
Mn 0.341 1.121 0.458  4.6523
C -3.985 -1.794 3.759  0.0006
C -1.297 -3.656 -0.835  -0.0024
H -0.171 5.467 0.313  0.0018
C 0.553 -0.385 -2.828  -0.0091
H 1.515 -6.292 -0.500  0.0001
H -2.107 -2.942 -0.930  -0.0028
H -2.282 -5.134 -2.071  0.0000
C 1.279 -2.705 3.458  -0.0047
H 0.600 0.485 4.015  0.0055
H 2.150 -3.604 5.223  -0.0001
H -0.513 2.870 -6.188  -0.0002
F -0.495 -6.979 -1.947  -0.0001
H -2.401 3.269 1.217  -0.0058
C -0.241 2.124 -5.436  -0.0001
C -2.384 -0.484 2.592  -0.0107
C -0.330 2.916 1.781  0.1474
H 2.591 0.388 -2.853  0.0070
C -3.512 -0.548 3.396  0.0101
C -0.388 -5.795 -1.331  -0.0001
H 0.950 4.435 -4.740  0.0005
H 0.653 2.092 4.726  0.0000
H 1.730 -4.101 0.655  -0.0002
F -5.076 -1.865 4.532  0.0000
H -3.958 -0.173 -3.686  0.0007
H -1.196 3.360 -3.962  0.0024
Sb -0.025 -1.523 0.942  -0.1655
H 1.035 -1.871 -4.314  -0.0001
C -2.519 0.894 -2.476  -0.0285
C 1.987 -0.335 -2.296  0.0421
H 0.694 4.700 -1.003  0.0028
H 3.460 2.431 3.345  0.0026
C -0.028 4.517 -0.211  0.0021
H 2.469 -1.312 -2.401  0.0006
C 3.894 -2.004 2.793  0.0076
H 0.873 4.321 -2.987  -0.0010
C 0.450 3.463 0.736  -0.0265
H -0.986 4.270 -0.679  -0.0007
H -2.015 0.495 2.309  0.1348
Sb -0.461 1.486 -2.349  0.0333
H 3.366 4.336 0.406  0.0022
C 2.839 -1.642 1.964  0.0214
C -1.416 -4.881 -1.474  0.0007
H -2.652 0.513 -4.636  -0.0003
C 0.920 3.735 -3.900  0.0069
C 1.527 -1.989 2.284  -0.0116
C 1.819 2.152 2.011  0.0814
C 0.530 2.117 2.586  -0.1233
H 0.764 1.779 -5.681  -0.0003
C 1.765 2.970 0.851  0.1086
C 0.741 -5.539 -0.580  0.0006
H 1.867 3.188 -3.908  -0.0001
C -0.268 2.787 -4.058  0.0277
H -2.190 2.714 2.874  0.0037
H 1.183 -0.230 -4.912  0.0003
C -2.884 0.036 -3.685  0.0006
C 0.850 -4.310 0.059  -0.0026
C -2.930 0.194 -1.180  0.0729
H 2.663 3.582 -1.019  0.0035
C -1.738 -1.646 2.167  -0.0749
H -3.802 -3.918 3.660  0.0000
C 0.211 1.502 3.919  0.0021
H 2.876 0.774 3.295  0.0018
H -1.779 4.361 2.440  0.0026
C 3.606 -2.702 3.947  0.0001
H -4.027 0.340 3.736  0.0008
H -0.863 1.459 4.102  0.0004
H -0.411 -0.954 -4.724  -0.0001
H 0.267 -2.982 3.731  0.0006
C -0.170 -3.367 -0.060  0.0115
H 4.920 -1.747 2.566  0.0002
H 3.064 -1.085 1.061  0.0012
C 0.579 -0.876 -4.278  -0.0006
H -1.790 -3.808 2.211  0.0004
H 3.737 2.660 0.027  -0.0020
C -1.745 3.327 2.089  0.0309
H 3.857 1.404 1.977  -0.0029